Here is a molecular structure, C30H38F5N5O5PbSSeSi2 at a distorted geometry from OMol25. Energies are from ωB97M-V/def2-TZVPD.

total charge	+2
LUMO energy	-8.2	eV
relative energy (zero: lowest compared OMol25 entry of this formula, charge and spin)	14.24	kcal per mole
HOMO-LUMO gap	5.2	eV

Geometry as XYZ:
```
88
Properties=species:S:1:pos:R:3:forces:R:3:lowdin_charge:R:1
Pb -1.314 0.652 -0.129 -0.9 0.1 -0.7 1.200
O -4.064 -0.714 3.529 -0.4 -0.2 0.1 0.172
C -3.358 -0.516 2.437 0.4 0.2 -0.1 -0.464
O -2.263 0.018 2.425 -0.1 -0.1 0.0 -0.014
C -4.026 -1.004 1.198 -0.3 -0.1 -0.1 -0.179
C -5.274 -1.603 1.205 0.1 0.1 0.1 0.042
C -5.812 -2.021 -0.009 0.0 0.0 -0.1 0.010
C -5.081 -1.846 -1.168 0.0 0.0 0.1 0.050
C -3.838 -1.223 -1.084 0.1 0.0 -0.1 -0.167
N -3.335 -0.809 0.069 0.0 -0.1 0.2 0.049
C -2.944 -1.050 -2.311 -0.1 -0.4 -0.1 -0.618
O -3.124 -1.828 -3.235 0.1 0.2 0.1 0.073
O -2.042 -0.148 -2.210 0.3 0.1 0.4 -0.248
H -3.624 -0.365 4.317 0.2 0.1 -0.1 0.153
H -5.806 -1.727 2.137 0.0 0.0 0.0 0.131
H -6.788 -2.487 -0.036 0.0 0.0 0.0 0.128
H -5.433 -2.169 -2.137 0.0 0.0 0.0 0.136
C 4.472 0.056 -0.008 -0.1 0.2 0.3 -0.155
Si 3.749 1.343 1.150 0.4 0.0 -0.7 0.546
C 4.982 1.919 2.465 -0.4 -0.2 0.0 -0.127
C 3.016 2.773 0.185 0.0 -0.2 0.3 -0.159
C 2.414 0.556 2.306 0.0 0.4 -0.3 -0.020
C 1.335 1.443 2.645 -0.5 0.4 0.9 -0.361
C 1.430 1.879 3.988 0.2 -0.5 -0.3 0.005
C 0.667 2.956 4.401 -0.1 0.4 0.1 -0.005
C -0.214 3.543 3.513 0.2 -0.1 0.3 0.004
C -0.308 2.999 2.238 0.0 -0.3 -0.2 -0.131
N 0.431 1.990 1.805 0.9 0.0 -0.2 0.041
Si 2.529 -1.119 3.277 0.2 -0.7 0.6 0.542
C 0.768 -1.486 3.824 0.3 0.2 -0.1 -0.146
C 3.240 -2.449 2.158 -0.1 0.5 0.0 -0.151
C 3.697 -0.889 4.744 -0.2 0.2 -0.3 -0.140
H 5.055 0.577 -0.770 0.0 0.0 0.0 0.050
H 3.693 -0.521 -0.506 0.0 0.0 0.0 0.010
H 5.144 -0.630 0.507 0.0 0.0 0.0 0.033
H 5.753 2.511 1.969 0.0 0.0 -0.1 0.057
H 5.471 1.075 2.952 0.0 0.0 0.0 0.032
H 4.521 2.543 3.231 0.0 0.0 0.0 0.043
H 3.798 3.261 -0.398 0.1 -0.1 0.0 0.055
H 2.562 3.533 0.821 0.0 0.0 0.0 0.041
H 2.259 2.422 -0.515 -0.1 0.0 0.0 -0.012
H 2.140 1.413 4.659 -0.1 0.0 0.1 0.105
H 0.748 3.313 5.419 0.0 0.0 0.0 0.131
H -0.838 4.375 3.804 0.0 0.0 0.0 0.126
H -1.023 3.398 1.524 -0.1 0.0 0.0 0.111
H 0.084 -1.447 2.974 -0.1 0.0 0.0 0.018
H 0.418 -0.762 4.562 0.0 0.0 0.0 0.040
H 0.698 -2.475 4.278 0.1 0.0 0.0 0.050
H 2.644 -2.569 1.259 -0.1 -0.1 -0.1 0.002
H 3.244 -3.393 2.706 -0.1 0.0 0.1 0.053
H 4.267 -2.233 1.862 0.0 0.0 0.0 0.032
H 3.326 -0.186 5.490 0.0 0.0 0.0 0.034
H 4.691 -0.571 4.430 0.0 0.0 0.0 0.033
H 3.800 -1.860 5.234 0.0 -0.1 0.0 0.055
F -4.036 6.166 -5.528 -0.1 0.1 0.0 0.176
C -3.195 5.478 -4.788 0.1 -0.1 0.1 -0.118
C -1.978 6.042 -4.420 0.0 0.0 0.0 -0.132
F -1.677 7.274 -4.798 0.0 0.0 0.0 0.157
C -1.098 5.303 -3.653 0.0 -0.3 0.0 -0.243
F 0.071 5.825 -3.290 -0.1 0.2 -0.2 0.092
C -1.419 4.014 -3.234 0.3 -0.1 0.0 -0.362
Se -0.106 3.042 -2.248 -0.4 1.0 0.6 1.042
C -2.651 3.482 -3.581 0.1 0.1 0.1 -0.235
F -3.000 2.283 -3.126 -0.1 0.0 -0.1 0.094
C -3.537 4.201 -4.362 0.0 0.0 0.0 -0.130
F -4.713 3.685 -4.688 0.0 0.0 0.0 0.152
C 1.108 -3.897 -4.366 -0.1 0.1 0.0 -0.063
C 0.288 -2.613 -4.271 0.2 -0.3 0.1 -0.190
N 0.567 -1.869 -3.036 -0.1 0.1 -0.4 0.036
C 0.084 -2.133 -1.842 0.3 0.1 0.5 -0.716
S 0.621 -1.089 -0.532 0.4 -0.3 0.2 0.565
N -0.688 -3.181 -1.619 -0.1 0.2 -0.3 0.054
C -1.144 -3.701 -0.334 0.1 -0.3 0.1 -0.238
C -0.377 -4.965 0.042 0.0 0.1 0.0 -0.060
H 0.821 -4.440 -5.265 0.0 0.0 0.0 0.088
H 0.949 -4.549 -3.506 0.0 0.0 0.0 0.067
H 2.173 -3.677 -4.430 0.0 0.0 0.0 0.083
H -0.782 -2.806 -4.330 -0.1 0.1 0.0 0.112
H 0.540 -1.949 -5.095 -0.1 0.0 0.0 0.130
H 1.113 -1.027 -3.120 -0.1 0.1 0.1 0.112
H -0.989 -3.701 -2.434 0.0 0.0 0.0 0.148
H -2.210 -3.919 -0.424 0.0 0.1 0.0 0.125
H -1.003 -2.936 0.424 -0.1 0.1 -0.1 0.069
H -0.581 -5.768 -0.666 0.0 0.0 0.0 0.083
H -0.672 -5.303 1.035 0.0 0.0 0.0 0.083
H 0.695 -4.769 0.053 0.0 0.0 0.0 0.076
O -0.118 1.453 -4.396 0.1 0.1 0.2 -0.023
N 0.408 1.595 -3.358 0.1 -0.9 -0.9 -0.334
```
Positions in Å, forces in eV/Å.



Here is 4 unconnected molecules or ions with the total composition C2H10O3 at a distorted geometry from OMol25. Energies are from ωB97M-V/def2-TZVPD.

total charge	0
LUMO energy	0.2	eV
SMILES string	C=C.O.O.O
relative energy (zero: lowest compared OMol25 entry of this formula, charge and spin)	27.85	kcal per mole
HOMO-LUMO gap	10.4	eV

Geometry as XYZ:
```
15
Properties=species:S:1:pos:R:3:forces:R:3:nbo_charge:R:1
C -0.707 -2.392 -1.438 0.5 0.6 0.2 -0.394
C -0.230 -1.156 -1.533 0.4 0.1 0.9 -0.385
H -0.161 -3.238 -1.847 -0.2 0.0 0.2 0.195
H -1.590 -2.509 -0.816 -0.2 -0.4 -0.6 0.198
H 0.794 -0.895 -1.791 -0.2 -0.3 -0.8 0.178
H -0.768 -0.343 -1.069 -0.2 0.1 0.0 0.204
O -0.160 2.452 3.611 -0.3 -0.4 0.3 -0.931
H -0.129 2.701 2.689 0.1 0.1 -0.3 0.470
H -0.765 1.697 3.632 0.3 0.3 0.1 0.461
O 3.871 0.464 -1.399 0.0 0.5 -0.5 -0.938
H 3.766 -0.318 -0.867 -0.2 -0.4 0.2 0.470
H 3.239 0.396 -2.127 0.2 -0.1 0.3 0.470
O -2.272 0.927 0.613 0.0 -0.1 1.3 -0.937
H -2.696 1.761 0.868 0.1 -0.2 -0.2 0.472
H -2.193 0.453 1.472 -0.1 0.4 -1.0 0.467
```
Positions in Å, forces in eV/Å.



Here is a single C4H3FN2 molecule at a distorted geometry from OMol25. Energies are from ωB97M-V/def2-TZVPD.

total charge	0
LUMO energy	-1.4	eV
SMILES string	[H]/N=C1/N=CC=C1F
relative energy (zero: lowest compared OMol25 entry of this formula, charge and spin)	56.92	kcal per mole
HOMO-LUMO gap	8.4	eV

Geometry as XYZ:
```
10
Properties=species:S:1:pos:R:3:forces:R:3:nbo_charge:R:1
H -0.580 -0.292 2.403 -2.1 1.1 1.5 0.337
N 0.267 -0.690 2.145 1.8 -1.2 -2.1 -0.467
C 0.335 -0.394 0.910 1.7 0.5 -0.3 0.278
N 1.360 -0.767 -0.041 -1.9 0.9 -2.3 -0.421
C 0.884 -0.303 -1.226 1.9 -1.0 2.8 0.101
C -0.345 0.454 -1.196 -3.0 1.8 3.3 -0.363
C -0.570 0.514 0.189 -2.3 -0.6 -2.7 0.379
F -1.707 0.938 0.819 1.3 -0.1 -0.7 -0.315
H 1.489 -0.396 -2.099 0.3 -0.3 -0.5 0.206
H -1.134 0.937 -1.902 2.2 -1.1 0.9 0.265
```
Positions in Å, forces in eV/Å.



Here is a molecular structure, C24H71F4HfNO21 at a distorted geometry from OMol25. Energies are from ωB97M-V/def2-TZVPD.

total charge	0
LUMO energy	-0.3	eV
HOMO-LUMO gap	8.7	eV

Geometry as XYZ:
```
122
Properties=species:S:1:pos:R:3:forces:R:3:lowdin_charge:R:1
Hf 2.956 -15.956 22.358 -0.9 -0.9 0.8 2.162
F 4.232 -17.075 23.894 -1.9 1.5 -2.3 -0.459
F 2.204 -13.895 21.638 1.3 -2.9 0.9 -0.447
F 3.830 -16.620 20.290 -0.9 0.9 3.2 -0.453
F 1.171 -16.214 23.800 2.4 0.4 -2.0 -0.481
C -1.190 -13.281 21.313 -0.6 0.4 2.0 -0.051
C -1.924 -14.582 21.442 0.3 -1.4 0.2 -0.415
C -3.363 -14.698 22.062 -0.2 1.3 0.0 -0.165
O -3.825 -16.030 22.176 2.5 0.6 -2.0 -0.202
C -4.907 -16.321 22.970 0.3 -0.4 0.8 -0.110
N -1.802 -15.136 20.122 -1.4 -2.0 -1.1 0.035
H -1.025 -13.048 22.365 -0.1 1.5 -0.2 0.083
H -1.777 -12.598 20.699 0.0 0.5 0.5 0.096
H -0.190 -13.318 20.881 -0.3 -0.7 -0.1 0.045
H -1.347 -15.293 22.034 0.3 0.3 0.6 0.117
H -4.119 -14.125 21.525 0.0 0.1 -0.9 0.123
H -3.399 -14.146 23.002 0.4 -0.4 0.7 0.122
H -4.980 -17.398 22.818 -0.8 0.0 0.3 0.102
H -5.816 -15.774 22.720 -0.1 0.0 -0.1 0.095
H -4.587 -16.125 23.994 -0.7 0.0 0.4 0.067
H -2.027 -16.110 20.268 0.2 -0.9 -0.3 0.076
H -2.671 -14.909 19.660 -0.1 0.7 -0.9 0.100
C 3.282 -15.736 27.473 1.1 -0.9 0.3 -0.151
C 3.193 -15.043 28.848 1.6 -1.5 -1.0 -0.284
O 2.364 -14.005 28.693 -2.4 2.9 0.3 -0.029
O 4.078 -14.915 26.562 -0.8 -0.4 0.8 -0.084
H 2.329 -15.928 26.980 -0.2 0.6 0.2 0.123
H 3.728 -16.729 27.524 0.4 0.0 0.1 0.103
H 4.180 -14.622 29.039 0.5 -0.1 0.1 0.115
H 2.977 -15.625 29.745 -0.2 -0.7 -0.3 0.129
H 1.526 -14.163 29.134 0.0 0.1 -0.1 0.105
H 4.891 -14.657 27.004 0.1 -0.1 0.1 0.101
C 5.856 -11.981 18.975 0.1 -0.1 -1.2 -0.213
C 5.158 -13.092 18.160 0.8 0.4 0.6 -0.232
O 4.399 -13.936 18.993 -0.4 -0.4 -0.1 -0.080
O 5.113 -10.754 18.904 1.0 -0.3 0.1 -0.070
H 6.836 -11.850 18.515 -0.1 0.7 -0.3 0.110
H 6.137 -12.285 19.983 -0.6 -0.1 0.4 0.107
H 5.849 -13.754 17.639 0.3 0.0 0.2 0.111
H 4.622 -12.581 17.360 -0.6 -0.1 0.1 0.115
H 3.743 -13.404 19.449 -0.2 0.1 0.1 0.039
H 4.264 -10.883 19.334 -0.2 -0.4 0.2 0.028
C 1.694 -13.191 17.238 1.3 -1.0 -0.2 -0.228
C 1.022 -13.975 18.364 0.1 1.3 -1.8 -0.261
O 0.219 -14.990 17.831 -0.3 -0.7 -0.5 -0.055
O 2.518 -14.021 16.436 -0.2 0.1 -1.3 -0.075
H 2.400 -12.448 17.609 -0.5 0.5 0.7 0.090
H 0.981 -12.680 16.591 -0.2 -0.2 -0.1 0.122
H 0.347 -13.200 18.729 0.3 -0.1 1.4 0.116
H 1.835 -14.415 18.942 -0.3 0.3 0.8 0.099
H -0.593 -15.018 18.341 -0.1 0.0 0.2 0.034
H 2.849 -14.804 16.883 -0.2 -0.3 0.6 0.044
C 5.932 -19.066 21.810 0.1 0.3 0.3 -0.240
C 5.725 -20.065 22.998 -0.9 -0.4 -0.8 -0.192
O 5.627 -21.461 22.637 0.8 0.3 -0.1 -0.075
O 4.818 -19.094 20.965 -1.0 -1.6 0.0 -0.087
H 6.838 -19.205 21.219 0.3 -0.7 0.1 0.114
H 6.056 -18.063 22.218 -0.1 0.2 0.6 0.085
H 4.769 -19.868 23.483 0.0 0.7 0.0 0.086
H 6.486 -19.984 23.774 0.2 0.1 -0.3 0.119
H 4.721 -21.692 22.420 0.0 0.4 -0.1 0.070
H 4.588 -18.336 20.422 0.5 0.6 0.4 0.032
C 1.771 -10.513 22.066 1.1 0.8 1.8 -0.234
C 2.007 -10.359 20.605 -1.5 -1.8 -0.8 -0.226
O 2.616 -11.535 20.159 1.2 -0.8 -0.7 -0.102
O 1.142 -11.663 22.640 -1.4 1.1 -0.8 -0.071
H 1.150 -9.639 22.260 0.0 -0.1 1.0 0.125
H 2.728 -10.512 22.587 0.3 0.9 0.0 0.117
H 2.574 -9.516 20.209 -0.1 0.2 0.7 0.139
H 1.007 -10.410 20.174 -0.3 0.8 -0.5 0.123
H 2.161 -12.222 20.651 0.2 -0.8 -0.1 0.035
H 1.543 -12.522 22.490 0.7 -0.2 -0.4 0.015
C 5.618 -14.170 23.392 1.5 0.7 -0.6 -0.170
C 4.428 -13.346 23.957 0.4 -1.1 -2.0 -0.180
O 3.355 -14.219 24.242 -0.5 -0.2 -1.6 -0.160
O 5.334 -14.965 22.218 -3.2 -0.4 0.3 -0.159
H 6.137 -14.845 24.073 -0.4 0.3 0.6 0.125
H 6.338 -13.521 22.893 0.3 0.9 1.1 0.124
H 4.044 -12.736 23.140 0.3 0.4 0.0 0.108
H 4.708 -12.709 24.797 0.1 -0.3 0.0 0.141
H 3.320 -14.291 25.199 0.0 -1.0 0.8 0.051
H 6.147 -15.360 21.895 -0.1 -0.3 -0.1 0.111
C 1.153 -18.792 21.517 -0.1 -0.8 -2.6 -0.232
C 0.241 -17.710 20.970 -0.1 1.0 0.1 -0.147
O 0.922 -16.406 20.710 0.6 -2.3 1.9 -0.141
O 2.202 -18.368 22.302 0.8 2.2 0.5 -0.143
H 1.575 -19.242 20.618 0.4 -0.3 -0.1 0.129
H 0.593 -19.599 21.990 -0.3 0.3 0.3 0.135
H -0.603 -17.626 21.654 -0.1 0.8 0.1 0.111
H -0.126 -18.042 19.999 -0.1 -0.1 0.1 0.133
H 0.262 -15.873 20.260 -0.2 0.8 -0.3 0.039
H 2.349 -19.042 22.970 0.4 -0.2 0.9 0.065
C 1.991 -20.372 25.776 -1.0 -0.2 -0.7 -0.164
C 2.463 -19.007 26.339 1.1 -1.4 -2.5 -0.207
O 3.885 -18.899 26.131 -0.6 -0.2 1.0 -0.086
O 1.910 -20.478 24.307 0.8 1.4 0.0 -0.102
H 0.941 -20.506 26.036 0.1 -0.2 0.8 0.112
H 2.649 -21.177 26.102 -0.1 0.1 0.4 0.121
H 2.197 -19.003 27.396 0.1 0.3 -0.1 0.125
H 2.013 -18.230 25.722 -0.5 0.2 0.6 0.095
H 4.016 -18.418 25.311 0.2 0.4 -0.3 0.022
H 1.736 -21.377 24.018 0.1 -0.1 0.4 0.089
C -1.784 -17.126 25.132 -1.5 1.3 -0.4 -0.252
C -2.638 -16.233 26.045 0.2 -1.0 0.9 -0.239
O -3.446 -16.985 26.947 0.0 0.1 0.4 -0.071
O -0.579 -17.637 25.651 -0.5 0.1 0.4 -0.062
H -1.614 -16.394 24.343 0.5 -0.5 -0.7 0.103
H -2.461 -17.917 24.807 0.2 -0.3 -0.3 0.122
H -3.413 -15.643 25.556 0.5 0.0 -0.7 0.096
H -1.944 -15.538 26.516 0.0 0.1 0.5 0.117
H -2.924 -17.621 27.441 0.3 0.0 0.0 0.081
H 0.100 -17.288 25.068 0.5 0.2 -0.2 0.021
C 4.191 -17.568 16.829 0.7 0.7 -0.4 -0.215
C 5.529 -16.802 16.658 -1.6 -0.1 0.3 -0.230
O 6.422 -17.077 17.719 0.5 -0.1 -0.4 -0.056
O 3.314 -16.819 17.654 -0.2 -0.1 -0.7 -0.087
H 4.319 -18.557 17.269 0.3 -0.2 -0.2 0.119
H 3.775 -17.642 15.824 -0.5 -0.1 0.2 0.116
H 5.209 -15.761 16.697 0.1 0.3 -0.1 0.098
H 5.925 -16.932 15.651 0.7 -0.5 0.4 0.119
H 5.986 -16.763 18.515 0.0 0.1 0.2 0.062
H 3.763 -16.700 18.495 -0.3 0.2 0.6 0.014
```
Positions in Å, forces in eV/Å.



What is the HOMO-LUMO gap in the second record? 10.4 eV